DFT (wB97M-V/def2-TZVPD) results for a cluster of 3 separate species, C17H42O6P2S2 in total in a non-equilibrium geometry.

ORCA input file:
```
! wB97M-V def2-TZVPD RIJCOSX def2/J DEFGRID3
* xyz 0 1
C 2.7658 2.8590 -0.7757
C 4.3110 2.9466 -0.8098
S 5.1004 3.3306 0.8007
C 3.7793 3.7107 2.0193
P 4.1650 2.8696 3.6843
S 6.3059 2.9319 3.8439
P 3.4572 0.8396 3.3624
C 4.1840 0.1078 1.7833
C 4.2471 -0.2376 4.6878
H 2.3642 2.5453 -1.7377
H 2.4594 2.1685 0.0169
H 2.3965 3.8413 -0.4637
H 4.5633 3.7397 -1.5225
H 4.7128 2.0186 -1.2271
H 3.6985 4.7858 2.1897
H 2.7891 3.3464 1.7260
H 6.6934 1.7805 3.2133
H 4.1196 -0.9810 1.9156
H 5.2296 0.3941 1.6460
H 3.5728 0.3439 0.9141
H 3.8222 -1.2315 4.5385
H 5.3208 -0.2788 4.4740
H 4.0446 0.1494 5.6832
C -5.0434 0.3680 -0.6415
O -4.4594 1.5974 -1.0204
C -4.8697 2.7169 -0.2559
C -3.6909 3.5927 0.1311
O -2.7843 3.0252 1.0688
C -1.9904 1.9128 0.6717
C -0.9138 2.1982 -0.3619
O -1.4664 2.4954 -1.6363
C -0.8620 3.5951 -2.2868
H -5.9976 0.2267 -1.1578
H -4.3608 -0.4264 -0.9401
H -5.1947 0.2982 0.4397
H -5.3980 2.4058 0.6526
H -5.5721 3.3054 -0.8579
H -4.0953 4.4782 0.6283
H -3.1648 3.9559 -0.7516
H -2.6179 1.0741 0.3723
H -1.4765 1.5963 1.5837
H -0.2931 1.3012 -0.4794
H -0.2754 3.0130 -0.0043
H -0.6107 4.3962 -1.5849
H -1.5774 3.9900 -3.0087
H 0.0385 3.2759 -2.8220
C -1.9561 -1.6684 -2.5533
O -1.9325 -3.0782 -2.4528
C -0.8581 -3.7006 -3.1349
C -0.1981 -4.7824 -2.2969
O 0.5293 -4.3305 -1.1610
C -0.1821 -3.7599 -0.0687
C -1.0471 -4.7195 0.7316
O -2.1736 -5.1662 -0.0084
C -2.4279 -6.5519 0.1059
H -2.4918 -1.3640 -3.4572
H -2.4866 -1.2802 -1.6845
H -0.9490 -1.2405 -2.5582
H -0.0997 -2.9663 -3.4307
H -1.2524 -4.1515 -4.0532
H 0.5460 -5.2705 -2.9320
H -0.9131 -5.5569 -2.0199
H -0.7451 -2.8822 -0.3842
H 0.5945 -3.3947 0.6092
H -1.4254 -4.1917 1.6150
H -0.4356 -5.5621 1.0705
H -1.5028 -7.1360 0.1238
H -3.0043 -6.8584 -0.7675
H -3.0149 -6.7601 1.0063
*
```

Values from the calculation:
Electronic energy, Eh: -2603.28997
Gap between HOMO and LUMO, eV: 8.69
HOMO, eV: -8.267
Largest force on an atom, eV/Å: 1.4